Density functional theory data (ωB97M-V/def2-TZVPD) for a single C3H11NSi molecule.

- Relative energy (zero: lowest compared OMol25 entry of this formula, charge and spin): 37.9 kcal per mole
- Orbital gap: 9.76 eV
- Total energy: -12655.5009 eV

Geometry as XYZ:
```
16
Properties=species:S:1:pos:R:3:forces:R:3
Si 2.1149 -0.5710 0.0548 -2.4 -1.5 -0.7
N 2.3619 1.1249 0.0055 0.9 -0.3 -1.8
C -0.1552 -0.7873 -0.2908 2.4 1.9 -1.9
C -2.5480 0.1075 -0.0412 0.4 1.5 0.5
C -1.0417 0.2498 0.3223 -1.9 -1.3 -0.6
H -2.4878 -0.2060 -1.0352 -0.7 -0.6 -1.9
H -0.4258 -0.7593 -1.4137 1.1 -0.2 1.4
H 2.8178 1.5798 -0.8088 -0.6 -0.4 1.2
H 2.3998 1.6361 0.8490 0.2 0.7 0.6
H -1.1041 0.2604 1.3372 0.7 -0.6 3.4
H -3.1200 1.1434 -0.0476 0.9 -2.4 0.5
H -2.9265 -0.7285 0.5599 -0.7 0.6 -0.1
H 2.5710 -1.1732 1.4600 -0.6 0.6 -1.5
H -0.8038 1.2125 0.1512 1.4 3.3 -1.3
H -0.4693 -1.7019 0.0609 -0.4 -2.4 0.7
H 2.8166 -1.3872 -1.1633 -0.7 1.1 1.5
```
Positions in Å, forces in eV/Å.



Density functional theory data (ωB97M-V/def2-TZVPD) for a single C2H3NO3S molecule.

- Relative energy (zero: lowest compared OMol25 entry of this formula, charge and spin): 49.4 kcal per mole
- Orbital gap: 8.68 eV
- Total energy: -20588.0629 eV

Geometry as XYZ:
```
10
Properties=species:S:1:pos:R:3:forces:R:3
S -2.1608 -0.9077 -0.2084 -1.1 -0.7 -0.2
O 1.6966 -1.1172 0.2427 1.1 1.4 -1.1
O 0.7284 1.3739 -0.6706 -0.4 -0.1 0.0
O -1.0872 1.7691 0.5254 -0.1 2.7 -0.1
N 0.3692 -1.3878 0.0266 -0.1 -4.5 1.7
C -0.2826 0.9760 -0.1140 2.7 -1.0 -1.1
C -0.5934 -0.5261 -0.1174 -1.5 2.7 0.8
H -0.7343 2.7281 0.3254 -0.9 -2.5 0.6
H 0.0456 -2.3557 0.5293 1.2 3.0 -2.1
H 2.0185 -0.5527 -0.5389 -0.9 -1.0 1.4
```
Positions in Å, forces in eV/Å.



Density functional theory data (ωB97M-V/def2-TZVPD) for 6 unconnected molecules or ions with the total composition C27H43N5O5.

- Orbital gap: 8.65 eV
- Total energy: -46380.5118 eV

Geometry as XYZ:
```
80
Properties=species:S:1:pos:R:3:forces:R:3
O -0.3575 -1.5576 -2.1720 0.7 1.6 2.0
O -1.0037 3.3456 4.1154 -0.5 -1.0 1.0
O 2.3890 1.4103 0.5878 0.1 0.2 0.0
O 0.6280 1.8003 3.8881 0.1 0.3 -0.1
O -3.2719 3.0917 4.1752 0.3 0.4 0.2
N 4.5049 -2.6531 -0.3009 0.0 0.0 -0.1
N -0.0017 8.3122 6.2752 0.0 0.0 0.0
N 3.1686 4.2012 -3.1819 0.0 0.0 0.0
N -1.2146 -2.8292 -3.8790 -0.8 -1.0 -1.6
N 2.3098 -6.3461 -3.1777 -0.2 -0.2 -0.1
C 4.4714 -3.5521 -1.0136 0.0 -0.1 0.0
C 3.9007 -0.0954 1.8132 -0.1 0.4 0.7
C -2.4569 -2.1294 -1.1209 0.3 0.4 -0.2
C -3.9474 -1.0700 0.7293 1.5 0.6 0.0
C -1.9954 2.9530 2.0813 0.4 -0.5 -0.6
C -0.9407 -1.9580 -0.9424 -0.2 -0.7 -0.4
C -0.3943 7.2359 6.3327 0.0 -0.1 0.0
C 1.5419 2.5251 0.6970 -0.6 -0.1 0.1
C -0.2075 2.4649 3.3706 0.5 0.3 -0.6
C -4.7543 1.2649 1.0170 0.1 0.3 1.0
C -2.9952 3.1619 0.9798 -0.3 0.3 0.8
C -3.2282 -0.8887 -0.6427 -1.1 -0.4 0.2
C -4.4340 2.7328 1.3262 -0.3 0.1 -0.8
C 2.3042 -7.2640 -3.8661 0.0 0.0 0.0
C 0.9820 -1.1517 -1.9402 -0.1 -0.3 0.0
C -0.8933 5.8658 6.4059 0.0 0.1 0.0
C 0.0140 2.1801 0.6932 0.5 0.3 -0.1
C -1.3208 -3.6710 -4.6562 0.1 0.0 0.0
C -0.7175 2.5369 1.9535 -0.7 0.1 0.4
C 4.4320 -4.7156 -1.8954 0.3 0.3 0.1
C 2.6222 0.7512 1.8323 0.4 -0.1 -0.1
C -1.4556 -4.7359 -5.6466 0.0 0.0 0.1
C -2.2588 3.1430 3.5560 0.0 0.5 -1.0
C 4.8641 4.5526 -1.2337 0.0 0.0 0.0
C 3.9188 4.3592 -2.3287 0.0 0.0 0.1
C -3.7766 0.2225 1.5697 -0.7 -1.0 -0.6
C 2.2972 -8.4322 -4.7407 0.0 0.0 0.0
H -4.8915 1.1359 -0.0590 0.2 0.0 0.0
H -0.4786 -4.9887 -6.0529 0.0 0.0 0.0
H -0.4626 -2.9031 -0.6389 -0.1 0.1 0.1
H 2.7452 1.5241 2.5926 -0.3 0.0 0.1
H -0.8871 5.5243 7.4391 0.0 0.0 0.0
H 1.9949 -9.3128 -4.1773 0.0 0.0 0.0
H -0.1223 1.1320 0.4070 0.0 0.0 0.2
H 1.5979 -8.2761 -5.5600 0.0 0.0 0.0
H 5.4252 -4.8888 -2.3086 0.0 0.0 0.0
H 1.5973 -2.0368 -1.7277 0.2 0.1 -0.1
H -0.4193 2.7702 -0.1176 -0.2 -0.1 0.1
H 1.7697 0.1130 2.0856 -0.1 0.2 0.1
H -4.0078 -0.6318 -1.3664 0.2 0.1 -0.2
H 4.4337 0.1353 2.7421 0.1 -0.1 -0.1
H -5.7227 1.0591 1.4869 -0.1 -0.1 -0.3
H 3.7329 -4.5479 -2.7062 0.0 0.0 0.0
H 4.5779 0.1747 1.0047 -0.2 -0.2 -0.2
H 5.8832 4.4724 -1.6067 0.0 0.0 0.0
H 1.0864 -0.4855 -1.0742 -0.1 0.1 -0.1
H 4.7029 3.7922 -0.4708 0.0 0.0 0.0
H -2.6419 -2.2694 -2.1823 0.1 -0.1 0.0
H 4.1194 -5.5932 -1.3366 -0.1 0.0 0.0
H -3.0268 4.2461 0.8100 0.1 -0.1 -0.1
H -5.0928 3.3296 0.6843 0.0 0.0 0.1
H -3.9847 -0.0293 2.6136 0.0 0.4 0.0
H 3.6956 -1.1616 1.8489 0.1 0.0 -0.5
H -2.1040 -4.4065 -6.4565 0.0 0.0 0.0
H 1.3257 -0.6332 -2.8344 0.1 -0.1 0.0
H -1.8878 -5.6205 -5.1819 0.0 0.0 0.0
H -4.7068 3.0170 2.3405 0.2 -0.2 0.1
H -0.2632 5.2088 5.8108 0.0 0.0 0.0
H 1.7345 3.1168 1.6040 0.3 -0.1 0.0
H -1.9113 5.8210 6.0232 0.0 0.0 0.0
H -2.7820 -3.0460 -0.6220 -0.1 0.2 0.1
H -2.6536 2.6997 0.0526 0.0 -0.1 0.1
H -2.7256 0.5033 1.4758 -0.1 0.2 0.1
H -0.7509 -1.2201 -0.1465 0.1 0.0 -0.1
H -5.0042 -1.3047 0.5959 0.1 -0.2 0.1
H 1.7502 3.1763 -0.1540 0.0 -0.2 -0.1
H -3.4259 -1.8858 1.2388 -0.4 -0.1 0.1
H 3.2929 -8.5943 -5.1485 0.0 0.0 0.0
H -2.5582 -0.0263 -0.5774 0.1 -0.1 -0.1
H 4.7226 5.5375 -0.7926 0.0 0.0 0.0
```
Positions in Å, forces in eV/Å.



Density functional theory data (ωB97M-V/def2-TZVPD) for 11 unconnected molecules or ions with the total composition C12H46O11.

- Relative energy (zero: lowest compared OMol25 entry of this formula, charge and spin): 0.0 kcal per mole
- Total charge: +1
- Orbital gap (spin up / spin down): 9.97 / 4.23 eV
- 2S+1: 2
- Total energy: -35703.6999 eV

Geometry as XYZ:
```
69
Properties=species:S:1:pos:R:3:forces:R:3
O -6.8817 24.4805 10.3041 0.3 -1.0 -0.1
O -10.7258 25.5529 10.9004 -0.3 0.2 0.0
O -8.5362 26.0206 9.0686 -0.8 1.5 0.0
O -11.9597 24.8698 13.1110 -0.3 -0.3 0.5
O -6.8013 21.9861 12.8281 -0.1 0.1 0.0
O -9.2560 23.3003 10.7789 -0.2 -1.1 -0.3
O -5.9342 26.4912 11.9843 -0.3 0.8 -1.2
O -8.6935 21.2033 9.0647 -0.2 -0.6 -0.1
O -9.6478 21.7448 13.0804 -0.8 -0.7 0.4
O -10.3786 19.4060 10.3638 -1.5 -0.7 0.5
O -13.3856 24.6149 7.4102 0.5 -0.6 -0.5
C -9.5390 28.2035 8.7693 0.8 -0.7 0.4
C -5.6770 25.7732 14.1687 -0.1 0.0 1.3
C -12.0871 24.3490 6.8159 -0.9 0.5 0.3
C -11.2256 23.4956 7.7029 1.1 0.3 0.7
C -11.3888 25.6576 6.4862 0.1 -0.3 -1.1
C -7.9954 25.9799 13.1867 0.8 1.0 -1.2
C -8.3100 27.4501 9.3131 -1.1 -0.8 0.0
C -12.0520 21.0557 10.6618 0.3 0.6 0.8
C -11.9462 19.4394 8.6510 0.0 -0.4 -1.7
C -7.0266 27.8752 8.7076 0.7 0.6 -0.7
C -6.5501 26.6020 13.2478 -1.5 -2.4 1.4
C -11.7741 19.6407 10.1408 -0.1 -1.0 1.2
H -10.4286 27.7710 9.2272 -0.1 0.1 -0.1
H -6.2344 21.5195 13.4422 0.2 -0.2 0.3
H -11.4598 20.2194 8.0652 -0.2 0.2 0.1
H -9.5578 28.0401 7.6918 -0.2 0.2 0.0
H -12.2457 18.8411 10.7121 -0.3 0.3 0.0
H -6.1962 23.8287 10.1578 0.3 -0.1 -0.3
H -8.6973 21.7887 13.1843 0.4 0.1 -0.1
H -13.0969 21.3585 10.7295 -0.2 -0.5 -0.8
H -6.6444 27.6270 13.6063 0.2 0.1 -0.2
H -11.5395 22.4961 8.0038 -0.5 0.1 -0.5
H -5.3386 24.8088 13.7896 0.1 0.3 -0.8
H -8.3456 23.5927 10.8221 0.6 0.3 0.2
H -8.2335 27.5779 10.3929 -0.1 0.1 0.2
H -11.3591 25.2246 12.4555 0.3 0.1 0.1
H -6.2189 25.4149 15.0439 0.0 0.7 0.4
H -11.4556 21.7783 10.1049 -0.2 0.1 -0.1
H -8.5490 25.9243 14.1240 0.5 -0.1 0.1
H -7.9555 21.1678 8.4562 0.1 -0.4 -0.3
H -11.5855 25.8526 10.6048 -0.4 0.0 -0.1
H -11.8679 26.1400 5.6342 -0.4 0.2 0.3
H -9.4987 29.2641 9.0174 0.0 0.0 -0.1
H -11.5695 18.4910 8.2678 0.5 -0.1 0.5
H -10.4177 25.4029 6.0617 0.4 0.2 0.5
H -6.4662 25.1471 10.8511 0.5 0.9 0.9
H -11.3132 26.3636 7.3132 0.1 -0.2 0.1
H -10.2243 23.4384 7.2761 0.0 -0.4 -0.3
H -11.0035 24.0331 8.6248 -0.3 0.1 0.3
H -13.2460 25.2476 8.1186 0.0 0.1 0.1
H -12.2709 23.8357 5.8720 -0.3 -0.1 0.1
H -6.7943 28.8806 9.0589 0.2 0.0 0.0
H -7.0766 27.9216 7.6198 -0.2 0.0 -0.1
H -7.7774 25.5836 9.4621 0.1 -0.5 -0.2
H -8.5882 26.6163 12.5296 -0.2 0.1 -0.1
H -7.9474 25.0119 12.6879 0.0 -0.2 0.4
H -6.2418 22.1627 12.0718 0.1 0.0 -0.2
H -12.9928 19.3362 8.3646 -0.3 0.6 0.5
H -9.7689 24.0803 10.9901 -0.6 0.4 0.0
H -5.1613 27.0595 12.0191 0.2 0.0 -0.3
H -9.9676 20.0835 9.8219 2.0 1.5 -1.0
H -10.1329 25.7806 10.1842 1.0 0.3 -0.8
H -8.7035 22.1080 9.3774 -0.5 0.7 0.5
H -4.8206 26.3804 14.4619 0.2 -0.3 0.3
H -9.8134 22.1318 12.2208 0.3 0.5 -0.3
H -12.8111 25.2434 12.8836 -0.3 0.1 0.2
H -11.7610 21.1265 11.7099 0.4 -0.2 0.0
H -6.1917 27.2128 8.9364 0.0 0.0 0.3
```
Positions in Å, forces in eV/Å.